[1]
The ion C5H9N2S with charge +1 in a non-equilibrium geometry, computed with ωB97M-V with the def2-TZVPD basis set.

The geometry in XYZ format:
```
17
Properties=species:S:1:pos:R:3:forces:R:3
C 1.669409 0.871498 0.452284 -1.8099 1.6531 2.3006
C -2.054250 -1.147439 0.671857 -0.5852 -3.1552 -1.2613
C -0.746213 0.920730 0.207712 -4.2191 -0.9035 0.1231
C 2.930123 0.448689 -0.109741 1.7724 0.7165 -0.1521
C -2.006518 -1.921387 -0.651079 2.5680 0.5296 -0.4242
N 0.495910 0.795752 -0.066787 2.4868 -1.0036 0.9054
N -1.578478 -0.029949 0.897038 3.4993 3.9454 -0.3298
S -1.643256 2.315610 -0.421408 1.6350 0.8367 0.7122
H 1.742369 1.387675 1.513599 -0.2512 -1.1121 -1.9660
H -2.413207 -1.769548 1.527279 -0.1581 0.9857 -0.4287
H 2.859779 -0.008701 -1.085397 -0.0957 -0.3853 -0.0528
H 3.628397 1.348701 -0.227342 -0.9506 -1.0267 0.3561
H 3.414700 -0.192825 0.667234 -0.2289 0.2904 -0.7493
H -2.904729 -1.967833 -1.263642 -0.3969 -0.2781 0.6530
H -1.563585 -2.951315 -0.398872 -0.9314 1.3979 -0.5953
H -1.273545 -1.371099 -1.355731 -0.8735 -0.9267 1.1303
H -0.556910 3.271435 -0.356996 -1.4608 -1.5640 -0.2214
```
Forces are in eV/Å.

Computed properties:
- highest occupied orbital energy (eV) = -14.2
- charge = +1
- gap between HOMO and LUMO (eV) = 9.9
- ΔE to the lowest compared entry with this formula, charge and spin (eV) = 2.257
- molecular weight (g mol⁻¹) = 129.21


[2]
A structure of composition C4H7N2 in a non-equilibrium geometry, computed with ωB97M-V with the def2-TZVPD basis set.

The geometry in XYZ format:
```
13
Properties=species:S:1:pos:R:3:forces:R:3
C 0.974976 -1.103545 -1.395594 -0.8352 -1.2168 0.2501
C -1.380647 0.410556 1.041922 -1.4229 0.8798 0.0516
C 0.507694 1.094293 -0.258757 1.3213 2.8734 0.3789
C -0.312805 -0.475636 0.610150 -0.5716 -5.2283 7.8431
N -0.001383 0.906723 1.164267 -0.5301 -0.6777 -2.6380
N 0.341605 -0.334900 -0.593139 1.4584 0.5281 -1.6927
H 0.905200 -2.182039 -1.301889 -0.3769 -0.0064 0.5694
H 1.570102 -0.863998 -2.259504 0.0901 1.2690 0.0713
H -2.073675 0.649262 0.216882 0.2355 0.8349 0.7539
H -1.790043 0.320235 2.106043 0.3394 -0.4572 -1.9787
H 0.065179 1.848061 -0.964528 -0.2259 -0.9790 0.7885
H 1.557546 1.410464 -0.089358 -0.3607 -0.7291 -0.6592
H -0.363748 -1.679478 1.723506 0.8787 2.9094 -3.7382
```
Forces are in eV/Å.

Computed properties:
- highest occupied orbital energy (eV) = -14.7
- charge = +1
- gap between HOMO and LUMO (eV) = 9.0
- ΔE to the lowest compared entry with this formula, charge and spin (eV) = 7.306
- molecular weight (g mol⁻¹) = 83.11


[3]
A cluster of 2 separate species, C5H9NO in total, computed with ωB97M-V with the def2-TZVPD basis set.

The geometry in XYZ format:
```
16
Properties=species:S:1:pos:R:3:forces:R:3
C -2.137042 -0.504323 0.281918 0.0556 -0.0791 -0.0179
C -1.199253 0.061351 1.309386 0.1119 -0.0790 0.1764
N -0.244628 -0.538508 1.897656 -0.3614 0.0032 -0.2053
C 0.446094 1.433325 -0.709274 0.3471 -0.1006 -0.2350
C 1.249106 0.490242 -1.395574 -0.1909 0.4875 -0.2337
C 2.018006 -0.257913 -0.320278 0.2134 -0.1140 0.3550
O 1.066212 -0.902356 -1.104215 -0.0350 -0.0602 -0.0211
H -2.146503 0.142788 -0.601743 0.0038 -0.0631 0.1509
H -3.157842 -0.543847 0.681467 0.1434 0.0298 -0.0404
H -1.833841 -1.510601 -0.024664 -0.0346 0.1358 0.0674
H -1.374493 1.107525 1.575473 0.0240 -0.1525 0.0287
H -0.175646 -1.493485 1.533576 -0.0210 0.0166 0.0790
H 0.858663 2.428429 -0.961833 -0.0095 -0.0908 -0.0783
H 1.798143 0.662370 -2.323087 -0.0322 -0.0207 0.1142
H 3.065449 -0.432446 -0.572932 -0.1918 0.0450 0.0418
H 1.767573 -0.142558 0.734123 -0.0225 0.0420 -0.1817
```
Forces are in eV/Å.

Computed properties:
- highest occupied orbital energy (eV) = -9.0
- gap between HOMO and LUMO (eV) = 8.6
- ΔE to the lowest compared entry with this formula, charge and spin (eV) = 6.372
- molecular weight (g mol⁻¹) = 99.13


[4]
The molecule C3H4ClFO in a non-equilibrium geometry, computed with ωB97M-V with the def2-TZVPD basis set.

The geometry in XYZ format:
```
10
Properties=species:S:1:pos:R:3:forces:R:3
O -1.267500 -1.540184 -0.350387 -0.6363 -0.5431 0.5912
C -1.265759 -0.423056 0.009478 1.0833 2.6654 -1.3284
Cl -2.665435 0.619192 0.358505 -0.7842 -0.6813 0.3171
C -0.075692 0.579281 -0.128927 0.3907 -1.3432 0.0179
C 1.202419 -0.252485 -0.036954 -3.4898 0.0958 0.5048
F 1.404641 -0.360960 1.287146 0.4986 -0.8426 2.9026
H -0.174222 1.082506 -1.085101 -0.2840 0.0327 -0.1832
H -0.089002 1.303606 0.671544 -0.1183 0.2419 0.0845
H 0.869981 -1.211480 -0.391549 1.0770 -0.6299 -0.7716
H 2.060570 0.203582 -0.333756 2.2630 1.0042 -2.1349
```
Forces are in eV/Å.

Computed properties:
- highest occupied orbital energy (eV) = -11.0
- gap between HOMO and LUMO (eV) = 11.5
- SMILES = O=C(Cl)CCF
- ΔE to the lowest compared entry with this formula, charge and spin (eV) = 0.101
- molecular weight (g mol⁻¹) = 110.51


[5]
A cluster of 6 separate species, C16H47N3O6 in total in a non-equilibrium geometry, computed with ωB97M-V with the def2-TZVPD basis set.

The geometry in XYZ format:
```
72
Properties=species:S:1:pos:R:3:forces:R:3
C 3.032287 -2.196598 1.900066 -0.2941 0.6874 0.3869
O 2.755527 -1.360005 3.014509 -0.1793 -0.2918 -0.0876
C 3.902214 -0.708460 3.525158 -0.5390 -0.4412 0.1796
C 3.445441 0.126202 4.718475 0.1140 0.4219 -0.1554
C 2.450625 1.187513 4.279303 -0.1478 0.5345 -0.0715
N 4.562960 0.772416 5.404052 0.5363 0.0093 -0.1574
H 3.318892 -1.537653 1.073200 0.3559 -0.4112 -0.2001
H 2.110151 -2.707175 1.625613 -0.0193 -0.0114 0.0840
H 3.787501 -2.939466 2.168890 0.1628 0.0483 -0.2876
H 4.625841 -1.468579 3.849882 0.1344 0.0760 0.0153
H 4.369722 -0.089869 2.747644 0.0300 0.1384 0.0466
H 2.933083 -0.529079 5.424911 0.1512 -0.1395 0.0431
H 2.234965 1.924293 5.056617 0.0918 -0.3093 0.2847
H 1.503205 0.742098 3.979350 0.0734 -0.0348 -0.1725
H 2.849722 1.791989 3.456162 -0.0191 -0.2538 -0.1701
H 4.986690 1.469561 4.794026 -0.2624 0.0978 0.0411
H 5.326670 0.118027 5.561218 -0.2386 -0.1244 0.1808
C 2.260834 -2.840555 -2.447753 0.8829 0.3360 -0.3037
O 0.969867 -2.947540 -2.967146 -0.1224 -0.1265 0.2334
C 0.060200 -3.423836 -1.991574 0.3439 -0.4087 0.3088
C -1.210285 -3.903646 -2.660021 -0.4323 0.2598 -0.5091
C -0.952371 -5.079585 -3.597316 0.3918 -0.2123 0.1825
N -1.870432 -2.853806 -3.437894 0.0325 0.3873 -0.3235
H 2.346186 -2.118194 -1.624802 -0.2417 -0.0591 0.1038
H 2.921389 -2.478156 -3.239546 -0.1792 0.0277 -0.0548
H 2.689955 -3.795743 -2.119684 -0.3024 -0.1054 0.1122
H 0.522517 -4.254460 -1.437219 -0.0117 -0.1310 -0.1068
H -0.123388 -2.657564 -1.227147 -0.2216 0.2557 -0.1740
H -1.932294 -4.190176 -1.888138 0.2723 -0.1559 0.1955
H -0.435957 -5.919389 -3.123760 -0.0821 0.1250 0.2497
H -0.285884 -4.743489 -4.393774 -0.1656 -0.0182 -0.1541
H -1.878772 -5.474548 -4.009440 -0.0541 0.1864 -0.1103
H -1.637890 -1.917702 -3.118397 -0.3445 -0.0884 0.3179
H -1.571334 -2.858628 -4.406887 0.0891 -0.2489 0.0560
C -3.213595 4.195998 -3.910193 -0.5362 -0.1783 -0.1470
O -2.512690 3.284170 -4.709258 0.9514 0.1703 -0.3740
C -2.386767 1.974013 -4.206186 -1.0843 -0.6669 0.1326
C -1.789466 1.835877 -2.820554 0.7164 0.9005 0.5847
C -0.408801 2.527856 -2.740408 -0.6463 0.6091 -0.2137
N -1.705083 0.427645 -2.410113 0.4206 0.5028 -0.2007
H -2.676111 4.454257 -2.991951 -0.0576 0.0850 -0.0317
H -4.216921 3.819139 -3.655910 0.1580 -0.0886 0.1554
H -3.373756 5.080147 -4.526906 0.1967 0.0905 0.1377
H -3.399746 1.541058 -4.215263 0.1604 -0.2268 0.2446
H -1.795854 1.365952 -4.896586 0.0888 0.3624 -0.2194
H -2.415192 2.391649 -2.112208 -0.2351 -0.4037 0.0384
H 0.237630 2.185161 -3.550798 0.1990 -0.1411 0.1976
H 0.033467 2.398179 -1.752627 0.1480 -0.3516 -0.0734
H -0.519170 3.613095 -2.865105 0.0196 -0.1107 -0.1689
H -0.821531 0.119476 -2.820828 -0.1451 -0.3161 0.0015
H -1.501217 0.445051 -1.406911 -0.2416 -0.2830 -0.2382
C -0.642826 -1.000162 2.493507 0.8954 -0.7628 0.0199
C -0.075790 -0.323924 1.247178 -0.7138 1.1851 1.1813
O -1.131300 0.320806 0.516266 0.1941 -0.3743 0.1353
H -1.315522 -1.815402 2.225510 -0.3163 0.1953 0.1407
H -1.072931 -0.287626 3.197762 -0.4459 0.0965 -0.3452
H 0.164853 -1.455153 3.081354 0.0901 -0.0275 -0.2731
H 0.460391 -0.986996 0.575725 -0.0102 -0.0980 -0.0009
H 0.573993 0.467883 1.634359 0.4719 -0.1886 -0.4266
H -1.262415 1.215941 0.873994 0.1797 -0.1916 -0.3986
C -0.746246 3.650417 3.293229 0.1850 -0.0880 -0.3742
C -1.763274 3.349278 2.189402 0.3750 0.0429 0.7314
O -1.072588 3.049789 0.965980 -0.4896 0.1652 0.3867
H 0.014266 4.345836 2.932152 -0.1370 0.1712 0.0551
H -0.210784 2.728465 3.528809 -0.0334 0.0060 0.1074
H -1.190624 4.043312 4.207268 -0.1104 -0.0221 -0.0613
H -2.482021 4.156107 2.037324 0.0707 0.0509 -0.0109
H -2.327404 2.470807 2.511514 -0.0838 -0.0618 -0.4099
H -0.958311 3.889978 0.513083 0.1552 -0.1700 -0.2282
O -3.719760 -0.781509 0.567110 0.2374 -0.1378 0.2707
H -2.758342 -0.707944 0.724260 -0.4379 0.2409 -0.2387
H -4.086365 -1.126850 1.387436 0.0063 -0.0050 -0.0697
```
Forces are in eV/Å.

Computed properties:
- highest occupied orbital energy (eV) = -8.6
- gap between HOMO and LUMO (eV) = 9.0
- SMILES = COC[C@H](C)N.COC[C@H](C)N.COC[C@H](C)N.CCO.CCO.O
- ΔE to the lowest compared entry with this formula, charge and spin (eV) = 0.870
- molecular weight (g mol⁻¹) = 377.57


[6]
A cluster of 2 separate species, C3H7NOS in total in a non-equilibrium geometry, computed with ωB97M-V with the def2-TZVPD basis set.

The geometry in XYZ format:
```
13
Properties=species:S:1:pos:R:3:forces:R:3
C -2.433134 -0.301053 1.203040 -0.3594 -0.5112 0.2338
C -1.493285 0.572628 0.551120 0.5232 1.1286 -0.0744
N -0.814558 1.459805 0.254286 -0.9558 -1.5881 0.1312
O -0.056077 2.274321 -0.174261 0.8897 1.1551 -0.3509
H -2.897120 0.213187 2.045925 -0.0161 -0.0692 -0.0167
H -3.209170 -0.606130 0.501447 -0.0249 -0.0593 0.0804
H -1.917799 -1.191364 1.567469 -0.1057 0.0070 -0.0007
C 2.128496 0.290558 -1.694564 0.0480 -0.1615 0.2447
S 1.470014 -0.939678 -0.532625 -0.1227 -0.0971 -0.1404
H 3.035761 -0.090763 -2.155229 -0.0169 0.0860 -0.0893
H 2.308722 1.223884 -1.171009 -0.0257 0.0660 -0.1144
H 1.360958 0.437867 -2.448183 0.0096 0.0621 -0.0453
H 2.507201 -0.937343 0.301239 0.1566 -0.0183 0.1422
```
Forces are in eV/Å.

Computed properties:
- highest occupied orbital energy (eV) = -8.8
- gap between HOMO and LUMO (eV) = 9.5
- SMILES = CC#[N+][O-].CS
- ΔE to the lowest compared entry with this formula, charge and spin (eV) = 3.543
- molecular weight (g mol⁻¹) = 105.16